A structure of composition C5H8Ag4Br4O3 in a non-equilibrium geometry, computed with the ωB97M-V functional and the def2-TZVPD basis.

```
24
Properties=species:S:1:pos:R:3:nbo_charge:R:1
Ag -2.58924 3.13215 2.39218 0.96
Ag -3.78660 -0.80712 0.28829 0.95
Ag -3.62072 2.83907 -1.57946 0.95
Ag -1.39167 -0.97602 2.73233 0.91
C -1.90662 1.17723 -0.01212 0.97
O -1.98668 2.41354 0.38642 -0.96
O -1.52284 0.20459 0.74895 -0.97
O -2.58590 0.83186 -1.06533 -0.93
Br 1.58163 -0.42149 2.36032 -0.07
C 2.45528 0.77205 1.06546 -0.40
C 1.42044 1.53875 0.27825 -0.47
Br 2.33674 2.85838 -0.81036 0.05
H 2.99982 0.07976 0.42990 0.24
H 3.15850 1.37767 1.62500 0.25
H 0.73174 2.07994 0.91508 0.22
H 0.91727 0.86953 -0.41208 0.22
Br 2.13779 -1.44727 -2.48027 0.05
C 1.20975 -2.34677 -1.03750 -0.47
C -0.26944 -2.11554 -1.26610 -0.43
Br -1.27562 -3.05247 0.11617 -0.04
H 1.56169 -2.00408 -0.07100 0.22
H 1.45973 -3.39348 -1.18007 0.24
H -0.52875 -2.54981 -2.22531 0.25
H -0.50629 -1.06047 -1.19875 0.23
```

The value obtained for the strongest force on any atom is 0.066 hartree/bohr. As for the energy above the lowest of the compared OMol25 structures with the same formula, charge and spin: 0.030 eV. As for the total charge: +2. The spin multiplicity is 1. For the HOMO energy, the calculation gives -15.0 eV. For the frontier orbital gap, the calculation gives 6.268 eV.